[1]
Density functional theory data (ωB97M-V/def2-TZVPD) for 2 unconnected molecules or ions with the total composition C11H15N in a non-equilibrium geometry.

XYZ file:
```
27
Properties=species:S:1:pos:R:3:forces:R:3:mulliken_charge:R:1
N 1.79237 1.54740 1.38706 -0.41 0.74 0.67 -0.055
C 0.66001 -0.21543 -2.10069 0.85 1.93 -0.41 -0.850
C -3.11424 -0.47026 0.05432 1.41 0.74 -1.52 -0.828
C 1.43227 1.12449 0.12320 0.88 -0.71 -0.35 -0.343
C 1.44163 1.86690 -1.06460 -0.91 -1.07 -0.46 -0.745
C 0.85695 -0.94529 -0.95245 -0.27 -0.40 -2.03 -0.226
C 1.58159 -0.74030 1.49934 -0.10 4.25 -0.09 0.408
C 1.03295 1.18070 -2.21678 -0.57 -1.60 1.48 -0.439
C -2.89788 0.53371 -1.09979 4.73 2.34 5.18 -0.642
C 1.79337 0.45405 2.21556 -0.22 -2.53 -0.58 -0.818
C 1.28866 -0.33079 0.16182 0.94 3.24 1.84 1.108
C 1.32687 -2.03587 2.01957 -3.02 -1.82 0.03 -1.270
H 0.27882 -0.74106 -2.94546 -0.11 -0.11 -0.69 0.399
H 1.79839 2.52816 1.72714 0.03 -1.36 -0.61 0.269
H 0.28066 -2.36242 1.71487 0.79 0.48 -0.02 0.274
H 1.17195 -2.01943 3.08187 0.92 -0.46 0.71 0.354
H 1.64854 2.92453 -1.08640 0.15 0.13 0.05 0.345
H -4.13575 -0.45732 0.30803 -1.21 -0.30 0.67 0.379
H 1.81690 0.45140 3.29369 0.33 0.63 0.03 0.375
H -1.82392 0.46314 -1.41833 -1.05 0.04 -0.08 -0.023
H 1.89679 -2.81051 1.55824 1.01 -0.67 0.42 0.349
H -3.00563 1.61226 -0.73851 -0.05 -1.31 -0.42 0.241
H -2.81412 -1.42349 -0.38359 -0.17 -0.30 0.59 0.217
H -2.47241 -0.19822 0.89156 -0.13 -0.27 0.10 0.220
H 0.75424 -1.99696 -1.04616 -0.31 -0.90 0.31 0.424
H 0.93472 1.67619 -3.16067 0.00 0.20 -0.31 0.410
H -3.52372 0.38442 -1.82285 -3.52 -0.92 -4.48 0.464
```
Forces are in eV/Å.

Its energy relative to the best compared isomer or geometry (same formula, charge and spin) is 31.60 kcal per mole. The value obtained for the HOMO energy is -7.723 eV. As for the molar mass: 161.248 u. The orbital gap comes out at 8.61 eV. As for the SMILES: Cc1c[nH]c2ccccc12.CC. Its total energy is -13139.421 eV.



[2]
Density functional theory data (ωB97M-V/def2-TZVPD) for a molecular structure, C19H20BN8O2Pr in a non-equilibrium geometry.

XYZ file:
```
51
Properties=species:S:1:pos:R:3:forces:R:3:mulliken_charge:R:1
Pr 2.07074 -0.00407 0.13731 -0.27 0.25 -0.25 0.798
O 4.13632 -0.66766 -0.10686 0.58 0.79 -0.71 -0.838
O 0.85840 1.76365 -0.94624 -0.34 0.16 0.03 -0.466
N 3.89801 0.49709 -0.88080 0.74 -0.58 0.25 0.595
N 0.43139 0.44573 2.03002 -0.60 -0.06 0.17 -0.612
N 1.52689 -2.34026 1.03892 -0.40 -0.17 0.01 -0.574
N 0.17439 -2.47288 1.02241 -0.04 0.29 0.20 0.445
N -0.73360 -0.15946 1.65159 0.36 -0.20 0.19 0.781
N -0.43437 1.89852 -1.10777 0.16 -0.09 0.06 0.267
N -2.05663 -1.66974 0.06403 0.04 -0.12 0.06 0.790
N -2.41030 -1.59742 -1.24117 0.01 0.13 0.15 -0.919
C 0.16707 1.11884 3.14161 0.07 0.03 0.03 -0.511
C -4.10667 -2.49304 -0.04298 0.09 -0.02 0.02 -1.032
C 2.00415 -3.40958 1.66322 0.10 0.00 -0.10 -0.296
C -1.16865 2.47469 -0.13684 -0.13 -0.02 -0.11 -0.080
C 4.24547 1.78538 -0.30322 -0.20 -0.68 -0.44 -0.456
C -0.99700 1.43378 -2.23668 -0.20 0.07 0.07 0.136
C 3.97097 2.86449 -1.10433 0.12 0.21 0.28 -0.445
C -3.13874 2.12685 -1.44301 -0.23 0.04 0.05 -0.147
C 0.96571 -4.25368 2.06485 -0.04 0.00 0.02 -1.098
C -2.53253 2.59976 -0.28979 0.19 0.00 0.07 -0.919
C -1.16665 0.95152 3.52236 -0.05 0.08 -0.07 -1.188
C -3.05458 -2.22298 0.79676 -0.05 0.06 0.00 -0.435
C 3.58505 0.32389 -2.28798 0.30 0.23 0.79 -0.461
C 3.36018 1.47723 -2.97596 -0.16 -0.02 -0.26 -0.471
C -1.69426 0.13328 2.54522 -0.15 -0.04 -0.14 -0.113
C -0.18057 -3.60906 1.64474 0.02 -0.05 -0.11 -0.077
C -3.63753 -2.08242 -1.30505 -0.09 -0.01 -0.07 -0.399
C 3.46204 2.76059 -2.40167 -0.01 -0.16 -0.05 -0.627
C -2.36112 1.53834 -2.42099 0.31 -0.09 -0.08 -0.849
B -0.66758 -1.25663 0.51310 -0.16 -0.23 0.21 0.458
H -4.14755 -2.12524 -2.25554 0.02 -0.01 0.01 0.460
H 3.28289 3.64256 -2.99697 -0.03 0.00 0.02 0.442
H -2.69641 -0.24061 2.41716 0.03 0.02 0.03 0.568
H -5.05584 -2.92943 0.21635 0.01 0.00 -0.03 0.424
H -0.60168 2.78792 0.72629 -0.02 0.01 0.01 0.543
H -2.94118 -2.39177 1.85614 -0.05 0.02 -0.02 0.684
H -2.78684 1.13160 -3.32602 -0.05 0.02 0.02 0.432
H -0.29431 0.97702 -2.91620 -0.05 -0.01 -0.06 0.465
H -1.67868 1.36263 4.37486 0.03 0.02 -0.01 0.440
H 3.07077 -3.52849 1.77289 -0.02 -0.01 0.01 0.498
H -4.21019 2.20477 -1.56799 0.02 0.00 0.00 0.394
H 4.88364 1.76898 0.56349 0.16 0.02 -0.06 0.457
H 0.94861 1.69511 3.61165 -0.02 0.00 0.03 0.443
H -1.21457 -3.90197 1.71344 0.03 -0.02 0.02 0.446
H 3.12906 1.37085 -4.03091 0.01 0.08 0.01 0.417
H -0.08458 -0.81311 -0.44454 -0.18 0.05 -0.12 -0.110
H 4.22223 3.83803 -0.69621 -0.02 0.01 -0.07 0.395
H 1.03733 -5.20078 2.57034 0.00 0.02 0.00 0.410
H 3.71830 -0.66010 -2.70283 0.19 -0.02 0.00 0.491
H -3.09698 3.05728 0.50981 -0.05 -0.01 -0.03 0.443
```
Forces are in eV/Å.

Its energy relative to the best compared isomer or geometry (same formula, charge and spin) is 0.00 kcal per mole. The value obtained for the HOMO energy (spin up / spin down) is -5.053 / -5.021 eV. As for the molar mass: 544.143 u. The spin multiplicity is 3. The orbital gap (spin up / spin down) comes out at 5.03 / 5.01 eV. Its total energy is -50786.119 eV.



[3]
Density functional theory data (ωB97M-V/def2-TZVPD) for 2 unconnected molecules or ions with the total composition C5H12N2O2 in a non-equilibrium geometry.

XYZ file:
```
21
Properties=species:S:1:pos:R:3:forces:R:3:mulliken_charge:R:1
O -2.38559 -0.54641 -1.42825 -0.30 0.86 0.85 -0.632
O -3.13931 0.16112 0.58309 -1.05 0.05 -0.96 -0.777
N -1.01174 -0.20379 1.67519 -3.14 -0.17 2.15 -0.301
N -2.24939 -0.16634 -0.23407 1.75 -1.64 0.91 1.029
C -0.96883 -0.37857 0.37758 -2.29 0.55 -0.93 -0.326
C 0.18646 -0.65005 -0.44611 1.51 -0.65 0.22 0.884
C -1.44161 2.47219 -0.57133 4.34 1.51 -0.75 -0.998
C 1.40527 -0.04182 0.21893 0.23 -0.08 -1.92 -1.378
C 0.35298 -2.15562 -0.80189 -3.13 3.84 -4.68 -1.473
H -0.33369 -0.48642 2.34445 0.83 -0.14 -0.11 0.187
H 1.24224 1.04775 0.24035 0.62 -0.35 0.27 0.296
H -2.05506 -0.20682 2.04323 2.53 0.34 -1.14 0.321
H -0.70405 3.13257 -0.04860 -0.82 -0.65 -0.50 0.270
H -1.09172 2.08057 -1.52198 -0.57 -0.03 0.17 0.326
H 1.13565 -2.38484 -1.52564 0.03 0.49 -0.01 0.364
H -0.04661 -0.17125 -1.38020 0.20 0.36 -0.49 0.266
H -2.33088 2.32502 -0.12103 -2.81 -0.62 0.99 0.436
H 0.43006 -2.78502 -0.04528 -0.05 -2.77 3.64 0.430
H 1.51041 -0.48404 1.19646 0.55 0.07 0.34 0.351
H 2.21190 -0.36808 -0.49460 -0.15 0.79 1.22 0.374
H -0.67435 -2.12817 -1.35690 1.70 -1.73 0.75 0.351
```
Forces are in eV/Å.

Its energy relative to the best compared isomer or geometry (same formula, charge and spin) is 182.20 kcal per mole. The value obtained for the HOMO energy (spin up / spin down) is -8.733 / -7.578 eV. As for the molar mass: 132.163 u. The orbital gap (spin up / spin down) comes out at 8.14 / 7.79 eV. Its total energy is -12448.082 eV.



[4]
Density functional theory data (ωB97M-V/def2-TZVPD) for a molecular structure, C5H7NO2 in a non-equilibrium geometry.

XYZ file:
```
15
Properties=species:S:1:pos:R:3:forces:R:3:mulliken_charge:R:1
O 2.60915 -0.79970 -0.22651 -5.80 4.78 3.32 -0.598
O -2.08583 -0.42610 -0.23927 -1.05 0.61 -1.77 -0.351
N 1.12402 1.29820 0.09530 1.89 -2.13 2.36 -0.380
C -0.15584 0.80595 -0.32034 -2.11 1.51 1.46 -0.081
C 0.02894 -0.36782 0.51122 2.51 -4.55 -1.59 -0.209
C -1.65844 0.88496 0.06731 -0.60 4.70 1.01 -0.479
C 1.57778 -0.08689 0.24430 2.74 -3.16 -3.36 0.392
C -1.03890 -1.37180 -0.05192 2.25 -0.52 0.78 -0.319
H -1.81791 0.99664 1.18540 0.27 0.46 -1.18 0.285
H -0.17806 0.77231 -1.35397 0.02 -1.14 -2.28 0.394
H -0.63207 -1.97051 -1.05842 -1.50 1.52 2.76 0.246
H -0.18292 -0.11173 1.52313 -0.04 0.10 0.69 0.292
H -1.38143 -1.95987 0.84778 0.42 -0.43 -1.58 0.274
H 1.74536 1.89475 -0.34912 0.77 1.68 -1.32 0.248
H -2.12892 1.91100 -0.43904 0.22 -3.41 0.70 0.286
```
Forces are in eV/Å.

Its energy relative to the best compared isomer or geometry (same formula, charge and spin) is 118.14 kcal per mole. The value obtained for the HOMO energy is -9.990 eV. As for the molar mass: 113.116 u. The orbital gap comes out at 10.73 eV. Its total energy is -10878.494 eV.



[5]
Density functional theory data (ωB97M-V/def2-TZVPD) for a molecular structure, C4H7ClN2O10RuSe.

XYZ file:
```
26
Properties=species:S:1:pos:R:3:forces:R:3:mulliken_charge:R:1
Ru -1.50396 -0.10500 -0.34612 0.28 0.19 -0.22 0.164
Se -3.29301 1.28316 -1.36342 0.26 0.24 -0.09 1.231
Cl -0.89339 -1.97880 2.14874 0.29 0.00 0.05 1.896
O -3.16187 1.31978 0.30316 0.04 -0.12 -0.12 -0.559
O -4.28401 2.29560 -2.09716 0.02 -0.07 0.04 -0.638
O -1.60387 1.44805 -1.67868 -0.55 -0.22 0.36 -0.488
O -1.32501 -3.21500 2.70554 -0.03 0.04 -0.03 -0.672
O -1.65745 -1.82003 0.85802 -0.23 0.40 -0.12 -0.686
O 0.50484 -1.99720 1.83497 -0.07 -0.01 0.01 -0.633
O -3.37517 -0.34724 -1.63213 -0.02 -0.13 -0.02 -0.540
O -1.21596 -0.86686 2.98829 -0.02 -0.04 -0.05 -0.629
O -0.26716 1.80086 1.49529 0.05 0.01 0.02 -0.517
O -0.03378 -1.69116 -2.18236 0.04 0.00 0.00 -0.796
N 0.06095 -0.85199 -1.27003 -0.04 -0.16 0.00 0.819
N -0.05093 0.79353 0.58162 -0.14 -0.06 0.14 0.549
C 2.47735 -0.90869 -1.51716 -0.01 -0.01 -0.01 -1.445
C 2.31175 1.33897 0.74711 0.02 0.01 0.02 -1.543
C 1.16114 0.58795 0.17208 0.00 -0.09 -0.07 0.620
C 1.24504 -0.38102 -0.87330 0.09 0.03 0.05 0.421
H -1.23766 1.85558 1.53343 0.02 -0.01 0.00 0.365
H 2.47108 -1.99960 -1.47060 0.02 0.00 0.01 0.319
H 2.50486 -0.64347 -2.57698 -0.01 0.00 0.00 0.295
H 3.23673 0.78023 0.63370 0.00 0.00 0.00 0.422
H 2.13449 1.53648 1.80184 0.00 -0.01 0.00 0.394
H 2.41799 2.29963 0.23863 0.00 0.00 0.00 0.285
H 3.37702 -0.53378 -1.03447 0.00 0.00 -0.01 0.367
```
Forces are in eV/Å.

Its energy relative to the best compared isomer or geometry (same formula, charge and spin) is 4.98 kcal per mole. The value obtained for the HOMO energy (spin up / spin down) is -5.478 / -5.623 eV. As for the charge: -1. As for the molar mass: 458.587 u. The spin multiplicity is 2. The orbital gap (spin up / spin down) comes out at 8.31 / 7.19 eV. Its total energy is -108157.064 eV.



[6]
Density functional theory data (ωB97M-V/def2-TZVPD) for C15H17ClFNO4S in the gas phase in a non-equilibrium geometry.

XYZ file:
```
40
Properties=species:S:1:pos:R:3:forces:R:3:mulliken_charge:R:1
Cl -4.33745 -1.30789 -0.66359 -0.07 -0.03 -0.09 -0.230
S 0.17439 -1.40076 -0.82845 -1.01 -0.18 0.22 1.020
F -3.88830 0.47832 4.02967 0.02 -0.03 -0.03 -0.331
O 1.06396 -1.80588 0.21322 0.06 0.17 0.18 -0.580
O 0.29634 -2.03345 -2.10384 -0.10 0.06 -0.23 -0.750
O 2.13533 0.73706 0.92440 -0.32 0.12 0.12 -0.174
O 3.81682 0.63988 -0.56682 -0.05 -0.02 0.04 -0.668
N -1.40805 -1.74418 -0.34739 0.81 -0.24 -0.81 -0.375
C 0.93108 1.30024 -3.70123 -0.26 -0.19 -0.02 -0.780
C -0.39143 0.60041 -3.39700 -0.02 0.21 -0.13 -0.615
C 2.63990 0.69799 -0.31119 0.55 0.20 -0.30 0.196
C 2.54196 -0.58478 2.89760 -0.02 0.26 -0.36 -0.888
C -0.84415 0.91300 -1.97222 -0.12 -0.16 -0.27 -1.056
C -1.29672 -0.84659 1.88849 -0.24 -0.02 0.00 0.049
C 0.18595 0.44047 -0.96476 -0.16 -0.80 0.06 0.522
C -1.91357 -0.28944 2.99177 -0.26 0.10 0.03 -0.824
C -3.40675 -0.92523 0.74730 0.34 -0.01 0.06 0.594
C 1.91061 1.14666 -2.59143 -0.01 0.06 0.31 -0.755
C -2.02916 -1.17542 0.74782 -0.23 0.40 0.67 -0.346
C -3.27839 -0.06373 2.95812 0.06 -0.08 -0.21 0.381
C -4.04072 -0.37791 1.84731 0.14 0.07 0.27 -0.699
C 3.04071 0.54882 2.01641 0.47 -0.16 0.31 -0.390
C 1.57851 0.79088 -1.34769 0.36 0.09 -0.18 0.088
H -0.96997 1.99357 -1.85667 -0.01 -0.04 0.11 0.485
H 3.08534 1.49381 2.56808 0.03 -0.11 -0.12 0.297
H 2.94568 1.37742 -2.80137 0.13 0.01 0.11 0.500
H -5.10253 -0.19243 1.84415 -0.09 0.01 -0.02 0.454
H -1.80784 0.44271 -1.76781 -0.06 0.11 0.03 0.122
H -1.35133 -0.03666 3.87595 0.06 0.03 0.11 0.456
H -0.23929 -1.05233 1.88876 0.10 0.00 0.13 0.551
H 4.03023 0.32253 1.60766 -0.19 0.11 0.12 0.377
H 3.29580 -0.82820 3.64082 0.05 -0.02 0.11 0.442
H 0.76804 2.37221 -3.86177 0.05 0.01 -0.07 0.323
H -0.04110 0.76121 0.05103 -0.01 0.05 0.01 0.817
H -2.01756 -1.98503 -1.11622 0.14 -0.02 -0.14 0.343
H 1.36353 0.90447 -4.62177 0.02 0.07 -0.03 0.424
H -1.15517 0.92078 -4.10711 0.00 -0.04 0.00 0.392
H -0.25491 -0.47575 -3.49543 -0.09 0.13 -0.15 0.283
H 1.62414 -0.29852 3.40501 -0.11 -0.02 0.10 0.126
H 2.34607 -1.45824 2.28018 0.03 -0.09 0.06 0.219
```
Forces are in eV/Å.

Its energy relative to the best compared isomer or geometry (same formula, charge and spin) is 0.37 kcal per mole. The value obtained for the HOMO energy is -8.842 eV. As for the molar mass: 361.822 u. The orbital gap comes out at 9.34 eV. As for the SMILES: CCOC(=O)C1=CCCC[C@H]1S(=O)(=O)Nc1ccc(F)cc1Cl. Its total energy is -51586.261 eV.